118
Properties=species:S:1:pos:R:3:forces:R:3:mulliken_charge:R:1 method="wB97M-V/def2-TZVPD" homo_ev=-8.401 smiles="C[C@H](Cl)[C@H](Cl)B(P(O)O)C(F)(F)F.O=[N+]([O-])c1ccccc1.O=[N+]([O-])c1ccccc1.O=[N+]([O-])c1ccccc1.O=[N+]([O-])c1ccccc1.O=[N+]([O-])c1ccccc1.O=[N+]([O-])c1ccccc1.O=[N+]([O-])c1ccccc1" charge=0 orbital_gap_ev=7.48 total_energy_ev=-134718.654
C -1.354 5.513 7.057 0.1127 0.1824 0.0547 -1.46
C -2.512 6.485 7.227 0.0641 -0.0501 0.1400 0.38
Cl -1.988 7.770 8.389 -0.0259 -0.0284 -0.0504 -0.20
C -3.817 5.879 7.810 0.0586 0.1421 0.0684 -0.26
Cl -3.932 4.124 7.422 0.0419 -0.0231 -0.0934 -0.13
B -5.176 6.634 7.550 0.0553 -0.1635 -0.1190 0.17
P -6.984 5.776 7.349 0.1734 0.0538 0.0950 0.00
O -6.847 4.701 8.623 0.0921 0.1827 -0.0344 -0.48
O -6.664 4.792 6.096 -0.3290 -0.1826 0.1364 -0.32
C -5.233 8.251 7.537 0.0827 -0.0762 -0.0754 0.74
F -4.295 8.862 6.790 0.1190 0.0254 -0.0935 -0.24
F -5.112 8.703 8.807 0.0324 0.0038 0.1805 -0.25
F -6.410 8.722 7.083 -0.2157 0.0484 -0.0706 -0.25
H -0.432 6.087 6.954 -0.0798 -0.0239 -0.0950 0.43
H -1.483 4.904 6.162 -0.0656 -0.0637 0.1325 0.37
H -1.247 4.872 7.932 -0.0428 -0.0200 -0.0910 0.33
H -2.711 7.003 6.291 0.0237 0.0009 0.0664 0.34
H -3.699 5.901 8.904 -0.0660 0.0130 -0.0569 0.34
H -6.972 5.164 9.462 -0.1879 -0.1763 -0.0297 0.30
H -6.071 4.048 6.293 0.2254 0.1505 -0.0653 0.29
O -3.540 0.935 5.438 -0.0571 0.0041 0.0163 -0.62
N -4.752 0.980 5.403 0.0808 0.0272 -0.0185 1.06
O -5.409 1.972 5.656 -0.0849 -0.0177 -0.0184 -0.66
C -5.481 -0.243 5.027 -0.0075 -0.0217 -0.0060 0.01
C -4.757 -1.389 4.756 0.0398 -0.0528 -0.0329 -0.50
C -5.451 -2.537 4.405 -0.0357 0.0122 -0.0162 -0.44
C -6.837 -2.519 4.329 0.0114 0.0075 0.0208 -0.56
C -7.540 -1.353 4.604 0.0454 -0.0170 -0.0060 -0.36
C -6.862 -0.199 4.957 -0.0803 -0.0058 -0.0161 -0.23
H -3.679 -1.379 4.816 -0.0060 0.0459 0.0178 0.48
H -4.906 -3.445 4.186 -0.0003 0.0025 0.0000 0.41
H -7.373 -3.415 4.044 0.0001 0.0077 -0.0162 0.41
H -8.619 -1.340 4.526 0.0043 0.0015 -0.0048 0.40
H -7.389 0.720 5.167 0.0454 0.0163 0.0274 0.51
O -8.061 -1.584 1.561 -0.1059 -0.0291 -0.0799 -0.61
N -7.244 -2.027 0.777 0.0705 0.0052 0.1103 1.24
O -7.205 -3.184 0.406 -0.0179 0.0268 -0.0101 -0.67
C -6.224 -1.099 0.262 0.0637 0.0445 0.0105 -0.51
C -6.231 0.210 0.712 -0.0039 0.0664 0.0368 -0.20
C -5.263 1.078 0.232 0.0171 -0.0271 -0.0271 -0.68
C -4.317 0.630 -0.683 0.0102 -0.0103 0.0040 -0.80
C -4.332 -0.687 -1.127 -0.2208 0.1115 0.1480 -0.49
C -5.295 -1.565 -0.651 0.0249 -0.0455 -0.0517 -0.10
H -6.978 0.539 1.420 -0.0088 -0.0489 0.0085 0.60
H -5.249 2.104 0.572 -0.0007 -0.0015 -0.0027 0.50
H -3.561 1.310 -1.054 -0.0099 0.0000 -0.0094 0.49
H -3.599 -1.039 -1.832 -0.1051 0.1480 -0.0987 0.70
H -5.319 -2.593 -0.984 -0.0245 -0.0044 0.0299 0.50
O -2.822 -3.198 -2.040 0.0852 0.0078 -0.0130 -0.61
N -1.815 -2.608 -1.689 0.1534 -0.0355 -0.0142 1.09
O -1.509 -1.493 -2.068 0.0525 -0.1717 -0.0130 -0.62
C -0.916 -3.284 -0.741 0.0152 -0.0376 0.0124 0.22
C -1.239 -4.563 -0.322 -0.0135 -0.0673 0.0306 -0.46
C -0.386 -5.199 0.565 0.0210 0.0261 0.0058 -0.47
C 0.759 -4.554 1.014 -0.0092 0.0090 -0.0169 -0.59
C 1.059 -3.268 0.583 -0.0112 -0.0531 0.0134 -0.33
C 0.217 -2.619 -0.308 0.0337 0.0835 0.0361 -0.50
H -2.135 -5.045 -0.683 -0.0029 0.0404 -0.0320 0.47
H -0.617 -6.200 0.904 -0.0004 0.0025 -0.0013 0.39
H 1.422 -5.056 1.707 -0.0044 0.0026 0.0018 0.40
H 1.945 -2.762 0.940 -0.0165 0.0181 0.0069 0.44
H 0.440 -1.620 -0.651 -0.0258 -0.0153 -0.0412 0.56
O 2.713 -0.631 -1.271 0.0059 -0.0211 0.0443 -0.62
N 3.632 -0.948 -0.541 -0.0052 -0.0038 -0.0196 1.07
O 3.580 -0.919 0.676 -0.0123 -0.0262 -0.0252 -0.63
C 4.881 -1.408 -1.167 0.0408 0.0217 -0.0060 0.01
C 4.966 -1.426 -2.547 -0.0072 -0.0319 -0.0583 -0.31
C 6.149 -1.855 -3.125 0.0042 -0.0145 -0.0044 -0.76
C 7.218 -2.243 -2.331 -0.0610 0.0233 -0.0086 -0.03
C 7.106 -2.218 -0.946 0.0198 0.0040 -0.0340 -0.55
C 5.928 -1.799 -0.350 0.0508 -0.0086 0.0238 -0.37
H 4.129 -1.107 -3.150 -0.0111 0.0274 0.0399 0.48
H 6.243 -1.869 -4.202 -0.0054 0.0104 0.0038 0.47
H 8.138 -2.544 -2.814 -0.0542 -0.0258 0.1643 0.44
H 7.940 -2.517 -0.326 -0.0046 0.0034 0.0007 0.39
H 5.821 -1.766 0.724 -0.0421 0.0240 -0.0092 0.47
O -5.934 2.615 -4.242 -0.0241 0.0125 -0.0006 -0.61
N -7.119 2.816 -4.410 0.0072 0.0071 -0.0120 1.03
O -7.581 3.722 -5.075 0.0177 -0.0244 0.0078 -0.61
C -8.069 1.896 -3.754 -0.0106 -0.0035 0.0149 0.11
C -7.569 0.874 -2.969 0.0491 -0.0529 0.0579 -0.48
C -8.469 0.026 -2.344 -0.0372 -0.0361 0.0103 -0.02
C -9.835 0.204 -2.511 0.0173 0.0455 -0.0290 -0.74
C -10.312 1.234 -3.312 0.0260 -0.0121 0.0260 -0.31
C -9.425 2.093 -3.942 -0.0777 0.0061 -0.0019 -0.54
H -6.503 0.748 -2.847 0.0000 0.0368 -0.0194 0.55
H -8.094 -0.777 -1.725 -0.0205 -0.0167 -0.0228 0.41
H -10.530 -0.460 -2.013 0.0033 -0.0065 -0.0108 0.42
H -11.376 1.372 -3.445 0.0033 0.0011 -0.0018 0.37
H -9.774 2.902 -4.566 0.0492 0.0127 -0.0027 0.46
O 10.338 -2.857 -6.452 0.0035 -0.0025 0.0295 -0.61
N 10.242 -3.163 -5.283 -0.0347 0.0408 -0.0305 1.00
O 9.461 -2.653 -4.500 0.1021 -0.0042 -0.1293 -0.62
C 11.129 -4.222 -4.771 0.0248 -0.0079 -0.0008 0.17
C 12.045 -4.794 -5.635 0.0510 -0.0388 -0.0408 -0.47
C 12.884 -5.783 -5.147 -0.0109 0.0003 0.0316 -0.41
C 12.795 -6.181 -3.820 -0.0125 0.0141 -0.0050 -0.46
C 11.863 -5.595 -2.973 0.0223 -0.0075 -0.0302 -0.52
C 11.019 -4.604 -3.446 -0.0045 -0.0246 0.0689 -0.19
H 12.096 -4.470 -6.664 -0.0343 0.0351 0.0148 0.46
H 13.609 -6.241 -5.805 -0.0033 0.0010 0.0007 0.37
H 13.454 -6.952 -3.444 -0.0057 -0.0019 -0.0024 0.38
H 11.794 -5.909 -1.940 -0.0009 0.0017 -0.0025 0.39
H 10.289 -4.137 -2.802 -0.0093 0.0302 -0.0390 0.43
O 6.374 0.837 -4.896 0.0138 0.0418 0.0053 -0.61
N 7.478 1.036 -4.427 0.0089 -0.1070 0.0314 1.07
O 7.733 1.034 -3.240 -0.0226 0.0438 -0.0224 -0.60
C 8.587 1.283 -5.367 0.0086 0.0038 -0.0086 0.17
C 8.318 1.311 -6.722 -0.0081 -0.0020 -0.0723 -0.36
C 9.365 1.547 -7.598 0.0294 0.0042 0.0234 -0.50
C 10.650 1.747 -7.112 -0.0193 -0.0060 0.0117 -0.45
C 10.896 1.709 -5.745 -0.0184 -0.0062 -0.0303 -0.52
C 9.858 1.475 -4.857 0.0751 0.0031 0.0228 -0.29
H 7.311 1.150 -7.079 -0.0118 0.0007 0.0485 0.46
H 9.176 1.575 -8.663 0.0000 -0.0037 0.0033 0.38
H 11.463 1.933 -7.800 -0.0009 -0.0072 0.0011 0.40
H 11.898 1.862 -5.368 -0.0023 0.0017 0.0004 0.39
H 10.026 1.441 -3.791 -0.0516 -0.0049 0.0032 0.46